(1)
{
  "formula": "C48H106N6O8",
  "method": "ωB97M-V with the def2-TZVPD basis set",
  "symbols": ["O", "O", "O", "O", "O", "O", "O", "O", "N", "N", "N", "N", "N", "N", "C", "C", "C", "C", "C", "C", "C", "C", "C", "C", "C", "C", "C", "C", "C", "C", "C", "C", "C", "C", "C", "C", "C", "C", "C", "C", "C", "C", "C", "C", "C", "C", "C", "C", "C", "C", "C", "C", "C", "C", "C", "C", "C", "C", "C", "C", "C", "C", "H", "H", "H", "H", "H", "H", "H", "H", "H", "H", "H", "H", "H", "H", "H", "H", "H", "H", "H", "H", "H", "H", "H", "H", "H", "H", "H", "H", "H", "H", "H", "H", "H", "H", "H", "H", "H", "H", "H", "H", "H", "H", "H", "H", "H", "H", "H", "H", "H", "H", "H", "H", "H", "H", "H", "H", "H", "H", "H", "H", "H", "H", "H", "H", "H", "H", "H", "H", "H", "H", "H", "H", "H", "H", "H", "H", "H", "H", "H", "H", "H", "H", "H", "H", "H", "H", "H", "H", "H", "H", "H", "H", "H", "H", "H", "H", "H", "H", "H", "H", "H", "H", "H", "H", "H", "H"],
  "xyz": [[-0.952, 0.530, 6.261], [-4.489, 2.341, -0.947], [0.062, -0.432, -3.470], [-4.178, -2.400, -3.530], [5.491, -2.188, -6.257], [4.660, 2.354, 3.043], [8.511, -3.717, -2.088], [0.247, -4.015, 2.650], [0.394, -0.428, -2.102], [-3.886, 3.524, -0.468], [8.665, -3.757, -5.058], [-1.377, -2.716, 4.695], [4.487, 1.741, 4.295], [-4.853, -1.162, -3.608], [-1.801, -3.102, 3.336], [3.329, 1.090, 6.823], [-3.836, 6.157, 0.694], [3.344, 0.113, 5.657], [1.105, -5.140, 2.441], [-6.030, -1.533, -1.514], [3.849, 3.924, 5.310], [8.848, -3.314, -0.777], [9.065, -4.793, -4.120], [-4.605, -0.527, -4.887], [-5.331, 3.486, 1.583], [-5.344, 0.819, -4.967], [3.387, 0.778, 4.297], [-3.913, 3.628, 0.990], [-4.234, 4.646, -1.331], [-3.556, 5.918, -0.779], [-0.979, 1.563, -1.831], [5.309, -1.104, -5.338], [-2.016, -0.661, -1.368], [-1.297, -0.842, 6.281], [2.012, 1.376, 3.980], [3.714, -0.285, 3.236], [7.271, -3.308, -4.954], [4.751, 2.668, 5.388], [-5.754, 4.910, -1.460], [6.212, 3.156, 5.305], [-0.274, 0.268, 0.149], [6.763, -2.804, -6.290], [-3.142, -0.147, -4.950], [4.542, 2.025, 6.757], [0.379, -1.005, 0.671], [0.133, -2.921, -1.852], [-0.638, 1.073, 7.503], [-1.098, -4.364, 2.939], [-6.825, 0.175, -3.087], [-7.116, -2.219, -3.707], [-1.412, -1.261, 4.839], [1.039, -1.686, -1.707], [-6.178, -1.223, -2.997], [1.475, -1.503, -0.254], [-3.073, 2.501, 1.607], [9.589, -4.296, -2.805], [-3.305, 4.951, 1.453], [-6.784, 0.821, -4.468], [-0.701, 0.158, -1.321], [-4.995, -1.343, -6.154], [2.265, -1.880, -2.595], [-3.609, 4.437, -2.718], [-2.525, 4.382, -2.614], [-0.517, -2.996, -0.976], [0.579, -5.865, 1.810], [-0.037, 2.112, -1.887], [1.729, -2.519, 0.078], [-1.193, 0.470, 0.697], [-1.594, 2.134, -1.124], [4.516, -0.952, 3.555], [-1.486, 1.310, 8.159], [0.719, -3.835, -1.928], [4.228, -1.023, -5.242], [-4.920, 6.223, 0.811], [-3.843, 3.431, -3.087], [-2.760, 2.833, 2.596], [4.384, 2.801, 7.511], [-5.443, -2.305, -5.891], [-3.558, 1.529, 1.725], [-3.507, 5.050, 2.522], [-1.569, -2.336, 2.585], [9.804, -5.452, -4.598], [-5.496, -2.474, -1.372], [-2.112, -1.180, -2.320], [-2.502, -1.030, -4.832], [4.219, -0.528, 5.797], [-0.089, 1.998, 7.323], [2.440, -0.503, 5.696], [0.006, 0.386, 8.075], [-2.882, -3.249, 3.386], [-1.093, -5.061, 3.795], [-4.613, -2.994, -4.160], [2.103, -2.433, -3.520], [-6.323, 4.503, -0.634], [9.288, -2.964, -4.989], [-4.130, -1.524, -6.791], [-4.000, 5.174, -3.414], [7.497, -2.098, -6.711], [-7.491, 0.326, -5.140], [8.840, -2.220, -0.717], [0.429, 1.106, 0.182], [-6.028, 4.299, 1.381], [8.252, -5.509, -3.974], [2.762, -0.928, -2.765], [-7.858, 0.026, -2.763], [5.763, -0.243, -5.832], [1.317, 0.597, 3.658], [3.218, 0.538, 7.759], [1.954, -4.742, 1.897], [7.238, -2.512, -4.200], [-2.477, 5.920, -0.972], [2.447, 1.745, 6.847], [6.576, 3.136, 4.282], [-2.897, -0.019, -1.303], [-0.436, -1.364, 6.737], [-5.922, 5.973, -1.621], [10.371, -3.547, -2.983], [-1.522, 1.609, -2.776], [-2.041, -1.354, -0.530], [-7.441, -1.799, -4.656], [-2.846, 0.516, -4.139], [6.262, 4.193, 5.642], [2.918, -2.567, -2.038], [5.681, -1.332, -4.341], [2.819, -0.911, 3.138], [8.113, -3.724, -0.084], [3.937, 0.108, 2.247], [-5.244, 1.280, -5.949], [-0.509, -1.178, -3.708], [-7.978, -2.456, -3.084], [-6.309, 0.800, -2.354], [-6.113, 4.416, -2.369], [9.943, -5.150, -2.213], [0.715, -0.804, 1.689], [-6.992, -1.588, -1.006], [1.323, -5.602, 3.404], [5.508, 2.040, 2.714], [-2.215, 4.897, 1.351], [-5.818, 2.584, 1.203], [-4.840, 1.516, -4.281], [2.797, 3.699, 5.516], [6.657, -4.100, -4.526], [-7.123, 1.848, -4.312], [-0.395, -1.777, 0.715], [-2.349, -0.837, 4.458], [-2.240, 2.314, 0.928], [-2.874, 0.271, -5.922], [-5.242, 3.354, 2.664], [6.656, -3.644, -6.976], [3.947, 4.395, 4.335], [2.352, -0.855, -0.183], [9.844, -3.627, -0.451], [2.024, 2.034, 3.107], [1.613, 1.900, 4.845], [-0.563, -2.862, -2.689], [-2.177, -1.126, 6.865], [-3.315, 7.064, 0.999], [4.089, 4.609, 6.127], [-5.430, -0.741, -1.062], [-0.389, -2.962, 4.699], [-3.756, 1.818, -1.291], [6.879, 2.586, 5.950], [5.413, 1.479, 7.137], [-5.754, -0.829, -6.744], [-0.655, -0.779, 4.207], [-1.552, -4.926, 2.113], [-6.596, -3.168, -3.862], [-3.909, 6.722, -1.434]],
  "homo_lumo_gap_ha": 0.317,
  "relative_energy_ev": 0.000
}


(2)
{
  "formula": "C48H107F6N7O18PV2",
  "method": "ωB97M-V with the def2-TZVPD basis set",
  "symbols": ["V", "V", "P", "F", "F", "F", "F", "F", "F", "O", "O", "O", "O", "O", "O", "O", "O", "O", "O", "O", "O", "O", "O", "O", "O", "O", "O", "N", "N", "N", "N", "N", "N", "N", "C", "C", "C", "C", "C", "C", "C", "C", "C", "C", "C", "C", "C", "C", "C", "C", "C", "C", "C", "C", "C", "C", "C", "C", "C", "C", "C", "C", "C", "C", "C", "C", "C", "C", "C", "C", "C", "C", "C", "C", "C", "C", "C", "C", "C", "C", "C", "C", "H", "H", "H", "H", "H", "H", "H", "H", "H", "H", "H", "H", "H", "H", "H", "H", "H", "H", "H", "H", "H", "H", "H", "H", "H", "H", "H", "H", "H", "H", "H", "H", "H", "H", "H", "H", "H", "H", "H", "H", "H", "H", "H", "H", "H", "H", "H", "H", "H", "H", "H", "H", "H", "H", "H", "H", "H", "H", "H", "H", "H", "H", "H", "H", "H", "H", "H", "H", "H", "H", "H", "H", "H", "H", "H", "H", "H", "H", "H", "H", "H", "H", "H", "H", "H", "H", "H", "H", "H", "H", "H", "H", "H", "H", "H", "H", "H", "H", "H", "H", "H", "H", "H", "H", "H", "H", "H"],
  "xyz": [[1.952, -3.143, -1.738], [-2.877, 3.692, -0.193], [-4.887, 3.042, -2.483], [-3.895, 1.724, -2.316], [-4.973, 3.062, -0.878], [-6.259, 2.154, -2.459], [-3.576, 3.983, -2.385], [-5.791, 4.399, -2.519], [-4.618, 2.949, -4.082], [-0.284, 1.474, 2.252], [-4.467, 1.072, 6.455], [0.163, -1.977, -1.889], [-1.104, 3.876, -1.582], [-1.460, 0.913, -6.983], [2.092, -1.869, 0.056], [4.586, 1.921, 1.611], [-2.242, 1.442, -0.065], [-5.539, -5.540, 2.092], [1.757, -0.550, 6.440], [-2.624, -1.942, 3.741], [-1.785, 6.928, 1.860], [3.801, 7.563, 1.552], [2.041, -4.682, -0.158], [2.867, -1.450, -2.610], [-4.196, -1.834, -5.930], [0.155, -4.676, -1.902], [6.974, -2.308, -0.952], [-1.212, 4.144, 1.292], [-1.358, -1.285, -5.352], [4.214, -3.630, -1.452], [2.179, -3.700, -3.875], [-3.052, -3.804, 1.421], [3.337, 4.709, 0.695], [-0.874, 1.612, 5.975], [-6.090, -6.868, 2.134], [-5.426, 0.017, 6.267], [4.403, 0.779, 2.325], [4.771, -3.129, -0.178], [4.956, 8.258, 1.104], [0.150, 3.920, -0.847], [-2.476, -2.467, 1.285], [1.144, -1.047, 0.149], [3.396, 2.341, 0.944], [-0.880, 3.066, -2.785], [0.901, -0.111, 1.227], [1.286, -4.786, 1.066], [-4.889, -5.268, 0.847], [3.500, 5.820, -0.209], [-3.701, -1.848, -4.552], [1.162, 0.476, 7.205], [-1.106, -4.923, -1.231], [-0.993, -0.112, -1.019], [-1.178, 0.720, 0.038], [2.506, -1.341, -3.969], [2.975, 7.121, 0.461], [3.611, 3.499, -0.035], [-1.235, -1.908, 4.084], [-4.386, -3.860, 0.841], [-2.882, -1.489, 2.379], [-1.120, 4.771, 2.656], [-1.679, 8.323, 1.983], [-0.875, 6.260, 2.738], [-0.383, 0.631, 6.964], [1.734, -2.511, -4.569], [3.192, -5.454, -0.190], [0.068, -1.091, -1.051], [-0.126, 4.725, 0.466], [-0.543, 0.973, -5.829], [-2.663, 1.574, -6.768], [3.601, -0.302, -2.229], [-2.182, -2.179, -4.500], [-5.500, -1.468, -6.143], [-3.264, 0.813, 5.742], [4.131, -5.044, -1.378], [1.958, -0.278, 5.039], [1.383, -4.878, -4.098], [-2.291, 1.937, 6.117], [6.343, -3.223, -0.032], [8.283, -2.015, -0.557], [-0.198, 0.703, 1.201], [-0.994, 0.007, -4.727], [0.029, -4.844, -3.282], [5.181, 8.968, 1.900], [-1.818, -4.106, -1.351], [1.650, 1.430, 7.007], [2.993, 1.478, 0.414], [-0.209, 5.770, 0.170], [3.845, -0.011, 1.824], [2.859, -6.472, -0.391], [0.848, 4.814, 0.948], [-1.868, 8.524, 3.037], [-7.001, -6.904, 1.536], [-6.254, -0.010, 6.975], [6.831, -4.184, -0.191], [1.585, -0.185, 2.060], [-4.963, -0.967, 6.345], [-5.966, -0.973, -5.291], [-2.552, 2.300, 7.112], [8.977, -2.143, -1.388], [2.706, 0.496, 4.870], [-5.072, -3.240, 1.419], [0.444, 0.666, -6.175], [4.777, 8.773, 0.160], [4.614, 3.519, -0.461], [2.987, 3.329, -0.912], [-0.619, -4.094, -3.735], [2.955, 0.570, -2.125], [5.353, 0.438, 2.735], [-1.077, -5.189, -0.174], [-0.859, 3.238, 1.565], [-1.869, -1.042, -6.189], [-0.661, 8.707, 1.914], [-1.617, -5.790, -1.651], [-0.380, 1.956, -5.387], [-5.960, -2.431, -6.364], [4.038, -0.393, -1.235], [-0.482, 2.052, -2.765], [4.435, 0.023, -2.850], [-2.774, -2.062, 0.318], [-1.000, -2.045, 5.139], [0.592, -3.952, 1.168], [-1.822, 2.833, -3.281], [-0.681, 1.224, 5.062], [-5.617, -0.772, -6.974], [-1.094, 6.584, 3.755], [-2.323, -0.599, 2.091], [-1.849, 0.389, -4.170], [0.961, 4.451, -1.346], [3.693, -5.359, -2.325], [-1.672, -0.150, -1.857], [6.541, -2.841, 0.969], [-0.299, -5.860, -3.505], [3.668, -5.473, 0.790], [1.131, 0.085, 4.429], [4.476, -3.561, 0.779], [3.404, -1.243, -4.580], [1.172, -5.009, -5.160], [-2.856, -0.119, 6.132], [4.963, -3.340, -2.064], [-2.121, -3.183, -4.920], [-2.443, 8.946, 1.517], [1.863, -0.494, -4.206], [5.031, -5.657, -1.423], [0.186, 6.504, 2.688], [-0.705, -2.638, 3.472], [1.346, 0.256, 8.256], [-3.340, 1.232, -5.985], [0.678, -5.689, 1.120], [-0.835, 0.790, 7.943], [2.987, 5.722, -1.166], [-2.556, 2.607, -6.440], [1.917, -4.760, 1.955], [-1.408, -2.630, 1.139], [-3.274, 1.623, -7.669], [8.675, -2.389, 0.389], [-0.718, -0.324, 6.558], [-3.924, -1.229, 2.192], [3.080, -3.794, -4.322], [-2.491, 2.774, 5.447], [0.663, -2.315, -4.521], [-4.008, -5.891, 0.697], [3.951, 4.685, 1.496], [-0.206, -0.112, -3.982], [1.863, -5.805, -3.784], [-3.990, -0.915, -4.068], [-1.861, -2.145, -3.459], [-0.333, 4.269, 3.219], [4.538, 6.032, -0.467], [-5.558, -5.441, 0.004], [8.347, -0.949, -0.338], [1.940, 7.014, 0.787], [-0.130, 3.583, -3.384], [-0.661, -1.007, 3.868], [2.739, 2.620, 1.768], [-4.261, -2.664, -4.095], [4.520, -2.072, -0.089], [-3.383, 0.713, 4.663], [2.007, -2.563, -5.623], [-3.143, -4.119, 2.376], [-4.510, -3.325, -0.101], [-6.305, -7.067, 3.184], [5.744, 7.515, 0.985], [-5.463, -7.656, 1.716], [2.372, -1.142, 4.519], [3.847, 1.013, 3.234], [0.445, 2.876, -0.733], [-2.044, 4.555, 3.192], [2.859, 7.851, -0.340], [-5.864, 0.141, 5.277]],
  "homo_lumo_gap_ha": [0.148, 0.219],
  "s_squared": 15.79,
  "multiplicity": 8
}


DFT total energy? In order: -76808.17913; -175759.25586 eV.